128
Properties=species:S:1:pos:R:3 method="wB97M-V/def2-TZVPD" homo_energy_ev=-7.1 homo_lumo_gap_ev=7.55 energy_ev=-71337.8870 spin_multiplicity=1 lumo_ev=0.41 charge=0 fmax_ev_per_a=1.1 e_above_lowest_kj_mol=29.16
Cd -0.2524 0.2729 -0.1535
C -1.1625 -2.5130 2.0924
O -1.4342 -1.2961 1.4223
C -2.7165 -0.8041 1.6923
C -2.9686 -0.0319 2.8255
C -1.9313 0.5904 3.7396
C -0.5016 0.1118 3.7772
C -0.0119 -0.4300 4.9564
C 1.3309 -0.7301 5.1338
C 2.1553 -0.5725 4.0259
C 1.7017 -0.0868 2.8131
C 2.6679 -0.0280 1.6446
C 2.6936 -1.3644 0.9386
C 3.2153 -2.4776 1.5732
C 3.2165 -3.7373 0.9885
C 2.5352 -3.8855 -0.2109
C 1.9808 -2.7975 -0.8762
C 1.0901 -3.0211 -2.0670
C -0.2987 -3.3355 -1.5488
C -0.6701 -4.6566 -1.3699
C -1.9333 -5.0248 -0.9310
C -2.8214 -3.9886 -0.6553
C -2.4885 -2.6580 -0.8252
C -3.5254 -1.5882 -0.6149
C -3.7508 -1.0575 0.7811
C -5.0365 -0.6433 1.0903
C -5.3385 0.0484 2.2564
C -4.2811 0.3615 3.0910
C -6.7680 0.4984 2.5165
C -6.9049 1.2964 3.8155
C -7.2217 1.3962 1.3554
C -7.6846 -0.7286 2.6050
C -1.2061 -2.2860 -1.2898
O -0.9110 -1.0285 -1.5748
C -2.3680 -6.4768 -0.7891
C -3.5836 -6.7262 -1.6934
C -1.2657 -7.4612 -1.1948
C -2.7471 -6.7493 0.6726
C 2.1620 -1.5219 -0.3422
O 1.7886 -0.3748 -1.0483
C 2.6000 -0.0772 -2.1714
C 3.9450 -4.8644 1.7034
C 5.4020 -4.4375 1.9499
C 3.9603 -6.1526 0.8800
C 3.2583 -5.1442 3.0466
C 0.3677 0.3708 2.6899
O -0.0423 1.1062 1.6708
C 1.9386 -1.1749 6.4562
C 2.5839 -2.5577 6.2892
C 3.0101 -0.1548 6.8737
C 0.9076 -1.2604 7.5841
H -1.8788 -3.2832 1.7885
H -1.2002 -2.3715 3.1771
H -0.1564 -2.8168 1.8022
H -2.3389 0.5579 4.7551
H -1.8917 1.6447 3.4343
H -0.7162 -0.5845 5.7606
H 3.2056 -0.8170 4.1143
H 3.6718 0.1994 2.0229
H 2.3455 0.7447 0.9450
H 3.6409 -2.3541 2.5540
H 2.4133 -4.8552 -0.6649
H 1.4653 -3.8531 -2.6658
H 1.0020 -2.1295 -2.6827
H 0.0644 -5.4093 -1.6080
H -3.8238 -4.2143 -0.3168
H -4.4836 -1.9495 -0.9975
H -3.2311 -0.7234 -1.2268
H -5.8135 -0.8493 0.3702
H -4.4457 0.9604 3.9725
H -6.3064 2.2033 3.7788
H -6.5990 0.7033 4.6736
H -7.9437 1.5862 3.9597
H -6.5414 2.2374 1.2441
H -8.2217 1.7839 1.5407
H -7.2413 0.8496 0.4170
H -7.3876 -1.3662 3.4347
H -7.6458 -1.3194 1.6942
H -8.7138 -0.4123 2.7632
H -3.3267 -6.5259 -2.7313
H -4.4148 -6.0824 -1.4204
H -3.9133 -7.7602 -1.6128
H -0.9815 -7.3196 -2.2354
H -1.6247 -8.4826 -1.0825
H -0.3849 -7.3449 -0.5673
H -3.5861 -6.1313 0.9804
H -1.9059 -6.5302 1.3273
H -3.0252 -7.7931 0.8030
H 3.6524 0.0197 -1.8748
H 2.2284 0.8686 -2.5615
H 2.5244 -0.8367 -2.9539
H 5.8974 -4.2182 1.0055
H 5.9438 -5.2383 2.4494
H 5.4592 -3.5503 2.5754
H 4.4330 -5.9825 -0.0838
H 2.9516 -6.5242 0.7237
H 4.5233 -6.9196 1.4063
H 3.2612 -4.2659 3.6864
H 3.7798 -5.9468 3.5633
H 2.2238 -5.4431 2.8903
H 3.4168 -2.5225 5.5917
H 1.8546 -3.2738 5.9150
H 2.9601 -2.9101 7.2477
H 3.7798 -0.0511 6.1136
H 3.4870 -0.4713 7.7990
H 2.5599 0.8235 7.0312
H 0.1379 -1.9925 7.3558
H 0.4401 -0.2944 7.7561
H 1.3987 -1.5649 8.5063
O 1.5387 2.4939 -0.7349
C 2.1786 3.3917 -0.2315
C 2.0758 3.8395 1.2023
C 3.3580 3.4197 1.9677
C 4.7218 3.4631 1.2474
C 4.8791 2.5797 -0.0039
C 4.3116 3.2446 -1.2763
N 3.1688 4.0724 -0.9304
H 1.2107 3.3683 1.6722
H 1.9633 4.9248 1.2372
H 3.2053 2.4083 2.3388
H 3.4369 4.0686 2.8454
H 5.4455 3.1103 1.9855
H 4.9954 4.4941 1.0081
H 4.3654 1.6341 0.1700
H 5.9395 2.3586 -0.1588
H 3.9818 2.4904 -1.9904
H 5.0620 3.8756 -1.7557
H 3.4690 4.9024 -0.4331